C7H11N | ωB97M-V with the def2-TZVPD basis set

## Properties
ΔE to the lowest compared entry with this formula, charge and spin: 17.5 kcal per mole
frontier orbital gap: 9.04 eV
HOMO: -7.97 eV
spin multiplicity: 1

Geometry as XYZ:
```
19
C7H11N (ωB97M-V with the def2-TZVPD basis set)
C -1.463 2.246 -0.179
C -0.098 1.681 -0.653
C 0.328 0.415 0.030
C 0.908 0.257 1.285
N 0.897 -1.096 1.583
C 0.333 -1.802 0.534
C -0.003 -0.903 -0.452
C -0.493 -1.188 -1.816
H -1.875 2.681 -1.098
H -2.077 1.458 0.214
H -1.429 2.871 0.702
H 0.696 2.426 -0.688
H -0.261 1.467 -1.759
H 1.420 0.908 1.942
H 1.261 -1.602 2.369
H 0.384 -2.879 0.536
H -0.338 -0.288 -2.389
H 0.156 -1.983 -2.222
H -1.536 -1.499 -1.852
```